No. 1
Molecular formula: C11H15NS
Method: DFT, ωB97M-V with the def2-TZVPD basis set

Each line ends with the Löwdin charge.
Positions of all 28 atoms, in Å:
S: -1.013 -1.697 2.809  0.685
N: 1.929 1.457 -0.512  0.016
C: -0.010 0.501 -1.111  -0.246
C: -1.436 0.395 -1.048  -0.083
C: -0.431 -2.680 1.295  -0.399
C: 0.933 -1.564 -2.355  -0.082
C: 0.514 1.590 -0.481  -0.290
C: 2.248 0.305 -1.315  -0.120
C: -0.235 2.644 0.061  -0.100
C: -1.676 2.564 0.070  -0.194
C: 0.028 -0.229 2.927  -0.408
C: 1.028 -0.252 -1.698  -0.303
C: -2.247 1.448 -0.436  -0.187
H: 1.018 -0.405 2.795  0.005
H: -0.291 0.517 2.345  -0.029
H: -3.292 1.331 -0.500  0.056
H: -2.402 3.112 0.612  0.055
H: -0.494 -1.987 0.444  -0.008
H: 0.579 -2.196 -1.598  0.027
H: 0.438 -3.314 1.484  0.010
H: -1.260 -3.448 0.895  0.069
H: 2.636 2.006 0.147  0.173
H: -0.156 0.197 3.877  0.016
H: 0.157 -1.474 -3.203  0.100
H: 3.189 0.206 -1.702  0.036
H: -1.873 -0.429 -1.714  0.080
H: 1.837 -2.066 -2.659  0.059
H: 0.281 3.466 0.571  0.060

Atoms 1-3, force components in eV/Å:
S -0.04 -1.39 -0.62
N 1.02 1.34 0.98
C -1.52 -0.78 -0.72

Output
LUMO (spin up / spin down): 3.19 / 3.15 eV
HOMO energy (spin up / spin down): 0.3 / -2.9 eV
net charge: -1
orbital gap (spin up / spin down): 0.10797 / 0.22116 hartree
total energy: -23972.8492 eV
2S+1: 2

---

No. 2
Molecular formula: C34H41N6O2
Method: DFT, ωB97M-V with the def2-TZVPD basis set

Each line ends with the Löwdin charge.
Positions of all 83 atoms, in Å:
O: 0.498 -3.623 -1.105  0.045
O: 5.350 1.563 2.034  0.048
N: 2.810 -3.506 -1.361  0.015
N: -2.465 4.678 -3.441  -0.096
N: 5.408 -2.660 -0.700  -0.092
N: -4.761 -1.706 3.974  -0.128
N: 5.891 -0.278 0.711  0.016
N: 2.187 -0.451 0.642  0.036
C: -3.053 6.012 -3.369  -0.137
C: 3.957 -4.161 -1.968  -0.140
C: -2.777 2.797 -0.291  -0.004
C: -2.119 3.958 -2.321  -0.191
C: -6.686 -2.122 5.323  -0.151
C: -2.602 5.376 -5.715  -0.148
C: -3.145 6.504 -4.827  -0.146
C: 7.002 -0.994 0.106  -0.143
C: -5.137 -3.075 3.646  -0.151
C: -0.464 2.705 -1.041  0.017
C: -4.175 -0.637 1.873  0.020
C: 3.020 -2.333 -0.607  -0.085
C: 3.430 -0.030 0.903  -0.077
C: -1.457 2.273 -0.108  -0.197
C: 1.527 -4.020 -1.644  -0.425
C: -2.614 -0.569 3.748  0.023
C: 7.658 1.268 1.383  -0.008
C: -1.133 1.384 0.941  0.107
C: 4.339 -1.889 -0.313  -0.075
C: -6.389 -3.373 4.482  -0.150
C: -0.799 3.454 -2.151  0.016
C: -1.727 0.149 2.979  0.009
C: -2.028 4.301 -4.780  -0.143
C: 5.174 -4.028 -1.091  -0.140
C: -3.863 -0.989 3.209  -0.205
C: 4.574 -0.706 0.440  -0.083
C: -3.325 0.166 1.143  -0.008
C: 6.681 -2.456 -0.055  -0.140
C: -2.062 0.595 1.662  -0.195
C: 6.186 0.908 1.417  -0.422
C: -3.088 3.662 -1.322  0.023
C: 1.971 -1.546 -0.094  -0.079
C: -5.595 -1.087 5.005  -0.145
C: 1.550 -5.158 -2.644  -0.008
H: -1.820 5.724 -6.392  0.111
H: -2.370 -0.858 4.774  0.128
H: 5.063 -4.670 -0.196  0.144
H: -5.127 -0.988 1.467  0.128
H: -3.557 2.500 0.407  0.114
H: 0.566 2.376 -0.891  0.127
H: -4.184 6.738 -5.080  0.111
H: -3.416 4.953 -6.314  0.111
H: -7.662 -1.707 5.051  0.108
H: 7.869 -0.949 0.767  0.111
H: 4.135 -3.768 -2.984  0.143
H: -0.929 4.273 -4.829  0.111
H: 1.982 -6.068 -2.187  0.096
H: 2.117 -4.889 -3.552  0.092
H: -0.754 0.441 3.384  0.129
H: -2.389 3.299 -5.070  0.130
H: -0.086 1.300 1.235  0.126
H: 8.048 1.289 0.350  0.091
H: 6.056 -4.393 -1.625  0.132
H: -2.405 6.694 -2.785  0.128
H: 7.779 2.261 1.829  0.093
H: -4.038 6.004 -2.872  0.117
H: 7.456 -2.935 -0.660  0.132
H: -4.997 -0.830 5.898  0.116
H: -7.220 -3.594 3.806  0.108
H: -4.315 -3.770 3.899  0.121
H: 3.551 0.863 1.501  0.091
H: -0.048 3.702 -2.902  0.117
H: 6.697 -2.957 0.931  0.144
H: 8.248 0.557 1.990  0.096
H: 0.947 -1.840 -0.283  0.090
H: -6.199 -4.240 5.118  0.108
H: -5.333 -3.192 2.569  0.114
H: 0.518 -5.389 -2.924  0.092
H: -2.547 7.412 -4.934  0.110
H: 7.284 -0.526 -0.853  0.142
H: -4.092 4.077 -1.440  0.123
H: -6.676 -2.343 6.392  0.109
H: -3.614 0.468 0.139  0.115
H: -6.055 -0.150 4.645  0.119
H: 3.765 -5.232 -2.052  0.109

Atoms 1-3, force components in eV/Å:
O 1.09 -0.52 -0.87
O 1.19 -0.62 -0.84
N -1.09 -0.43 -0.21

Output
LUMO: -4.46 eV
HOMO energy: -9.6 eV
net charge: +1
orbital gap: 0.18961 hartree
total energy: -48952.5116 eV

---

No. 3
Molecular formula: C38H32ClN5O4PS2V
Method: DFT, ωB97M-V with the def2-TZVPD basis set

Each line ends with the Löwdin charge.
Positions of all 84 atoms, in Å:
V: -0.795 0.641 -0.851  0.589
Cl: 4.211 1.408 -4.548  0.847
S: 2.206 -0.533 0.512  0.724
S: -0.927 2.629 0.635  0.779
P: -1.362 -0.400 1.328  1.033
O: -0.093 -2.226 -3.300  0.095
O: 1.340 -2.038 -5.370  0.127
O: 2.897 -0.675 -6.143  0.072
O: -0.573 -1.067 -1.478  -0.144
N: 2.718 -3.124 0.022  -0.163
N: 1.380 0.722 -2.048  0.057
N: 1.524 -2.770 1.827  0.034
N: -1.102 2.198 -1.868  -0.146
N: 2.491 1.343 -2.454  -0.027
C: -1.717 -2.074 1.984  -0.353
C: 0.114 0.744 3.377  -0.119
C: -2.076 -3.053 1.055  -0.088
C: 3.127 2.273 -1.574  -0.184
C: 2.562 -4.449 0.601  -0.110
C: 2.925 3.772 0.295  -0.059
C: -2.486 -4.303 1.487  -0.082
C: -2.528 -4.590 2.847  -0.090
C: -2.141 -3.632 3.770  -0.080
C: -5.375 0.035 0.357  -0.088
C: 0.316 1.545 4.491  -0.077
C: -4.281 -0.310 1.139  -0.086
C: 1.520 -4.220 1.703  -0.126
C: -1.333 2.452 -3.166  -0.103
C: 2.348 2.903 -0.613  -0.041
C: 4.288 4.021 0.256  -0.079
C: 1.096 -0.217 -2.938  -0.144
C: 5.066 3.376 -0.692  -0.075
C: -2.027 2.078 4.534  -0.076
C: -0.756 2.200 5.078  -0.085
C: -1.167 0.594 2.847  -0.441
C: 4.498 2.502 -1.605  -0.044
C: -3.912 0.834 -1.393  -0.085
C: -5.191 0.599 -0.900  -0.084
C: -1.767 3.681 -3.600  -0.058
C: 2.900 0.827 -3.646  -0.551
C: -1.731 -2.374 3.344  -0.086
C: 2.131 -0.988 -5.267  -0.513
C: -1.296 3.171 -0.951  -0.704
C: 3.588 -2.903 -1.101  -0.049
C: -2.802 0.524 -0.614  -0.266
C: -2.236 1.277 3.422  -0.100
C: 2.032 -0.195 -4.002  -0.044
C: 0.060 -1.242 -2.580  -0.498
C: -1.981 4.692 -2.658  -0.049
C: 2.131 -2.172 0.771  -0.798
C: -1.750 4.439 -1.323  -0.059
C: -3.010 -0.033 0.650  -0.397
H: 0.761 -2.169 -4.567  0.041
H: 3.515 -4.802 1.010  0.124
H: -6.056 0.848 -1.504  0.100
H: -1.905 5.184 -0.557  0.110
H: 0.957 0.268 2.889  0.050
H: -1.445 -1.619 4.066  0.102
H: -6.378 -0.155 0.719  0.099
H: -2.860 -5.563 3.184  0.102
H: -2.857 2.613 4.977  0.104
H: 1.803 -4.684 2.648  0.116
H: 0.787 -2.291 2.313  0.090
H: -2.048 -2.811 -0.002  0.110
H: -2.783 -5.054 0.767  0.107
H: 2.228 -5.158 -0.158  0.124
H: 2.298 4.243 1.041  0.109
H: 4.638 -3.038 -0.824  0.095
H: -2.328 5.666 -2.976  0.111
H: 6.136 3.535 -0.713  0.106
H: -3.222 1.202 2.985  0.098
H: -2.167 -3.858 4.828  0.104
H: -1.948 3.852 -4.651  0.106
H: 4.742 4.701 0.965  0.104
H: 0.531 -4.590 1.415  0.108
H: -4.426 -0.793 2.100  0.112
H: -3.796 1.255 -2.388  0.093
H: 5.138 1.995 -2.306  0.063
H: 3.339 -3.603 -1.901  0.096
H: -1.158 1.632 -3.855  0.127
H: 3.449 -1.884 -1.455  0.049
H: -0.596 2.829 5.944  0.102
H: 1.293 2.694 -0.548  0.027
H: 1.309 1.662 4.906  0.105

Atoms 1-3, force components in eV/Å:
V 0.99 -0.46 2.45
Cl 0.00 0.13 0.07
S 0.18 0.17 0.16

Output
LUMO (spin up / spin down): -0.13 / -0.14 eV
HOMO energy (spin up / spin down): -7.8 / -7.9 eV
net charge: 0
orbital gap (spin up / spin down): 0.28122 / 0.28541 hartree
total energy: -124737.6149 eV
2S+1: 3

---

The evaluated energy above the lowest of the compared OMol25 structures with the same formula, charge and spin for the records listed, in turn: 40.9, 39.0, 38.4 kcal per mole.